Entry 1:
Below is one molecule with the formula C18H18N2S, with properties calculated with ωB97M-V/def2-TZVPD.

Geometry as XYZ:
```
39
Properties=species:S:1:pos:R:3:mulliken_charge:R:1
C 1.28 -2.75 5.24 -1.421
C 1.80 -1.43 4.69 -0.077
C 1.90 -1.34 3.19 0.596
C 1.30 -2.25 2.33 -0.327
C 1.41 -2.12 0.96 -0.513
C 2.14 -1.07 0.41 0.661
C 2.24 -0.91 -1.07 -1.339
S 1.10 0.40 -1.67 -0.157
C -0.40 -0.48 -1.57 0.269
N -0.49 -1.78 -1.51 -0.467
C -1.82 -2.06 -1.41 -0.814
C -2.54 -0.90 -1.39 -0.163
N -1.62 0.13 -1.50 0.211
C -1.92 1.50 -1.50 0.480
C -1.24 2.36 -2.35 -0.225
C -1.55 3.71 -2.34 -0.753
C -2.54 4.20 -1.51 -0.419
C -3.22 3.33 -0.67 -0.581
C -2.92 1.98 -0.66 -0.493
C 2.73 -0.15 1.26 -0.664
C 2.62 -0.29 2.63 -0.868
H 1.33 -2.75 6.33 0.378
H 1.88 -3.58 4.87 0.371
H 0.24 -2.91 4.95 0.316
H 1.15 -0.62 5.04 0.249
H 2.80 -1.24 5.11 0.355
H 0.73 -3.08 2.73 0.289
H 0.93 -2.83 0.31 0.393
H 1.95 -1.82 -1.60 0.423
H 3.23 -0.57 -1.38 0.528
H -2.16 -3.07 -1.35 0.455
H -3.59 -0.72 -1.35 0.448
H -0.48 1.98 -3.02 0.527
H -1.02 4.38 -3.00 0.371
H -2.78 5.25 -1.51 0.379
H -3.99 3.71 -0.01 0.371
H -3.43 1.31 0.00 0.462
H 3.29 0.68 0.85 0.378
H 3.09 0.43 3.28 0.371
```

Summary:
SMILES = CCc1ccc(CSc2nccn2-c2ccccc2)cc1
HOMO energy = -0.29043 Ha
frontier orbital gap = 8.66 eV
2S+1 = 1
net charge = 0


Entry 2:
Below is C18H18N3O8P2Tm as an isolated structure, with properties calculated with ωB97M-V/def2-TZVPD.

Geometry as XYZ:
```
50
Properties=species:S:1:pos:R:3:lowdin_spin:R:1
Tm -0.06 -0.78 -0.71 2.015
O -0.97 0.48 3.42 -0.001
C -0.98 0.16 2.24 0.000
N 0.09 -0.11 1.48 -0.003
C 1.33 -0.01 2.22 0.000
C 2.53 -0.43 1.43 0.000
C 3.75 -0.60 2.09 0.000
C 4.84 -1.07 1.39 0.000
C 4.69 -1.37 0.04 0.000
C 3.46 -1.15 -0.54 0.000
N 2.40 -0.67 0.13 -0.002
C -2.30 0.06 1.51 0.000
C -3.45 0.46 2.17 0.000
C -4.66 0.40 1.50 0.000
C -4.68 -0.07 0.20 0.000
C -3.49 -0.45 -0.39 0.000
N -2.32 -0.38 0.25 -0.002
H 1.27 -0.63 3.13 0.000
H 1.47 1.02 2.59 0.000
H 3.81 -0.37 3.15 0.000
H 5.79 -1.21 1.89 0.000
H 5.50 -1.77 -0.54 0.000
H 3.31 -1.36 -1.59 0.000
H -3.36 0.81 3.19 0.000
H -5.58 0.71 1.99 0.000
H -5.60 -0.14 -0.36 0.000
H -3.45 -0.79 -1.41 0.000
C -1.23 3.02 0.64 0.000
C -1.49 2.56 -0.64 0.000
C -0.44 2.20 -1.49 0.000
C 0.87 2.25 -1.02 0.000
C 1.13 2.70 0.28 0.000
C 0.08 3.10 1.10 0.000
H -2.04 3.32 1.29 0.000
H -2.51 2.54 -1.01 0.000
H -0.64 2.01 -2.53 0.000
H 1.69 2.06 -1.69 0.000
H 2.15 2.78 0.63 0.000
H 0.28 3.46 2.10 0.000
O -1.62 -2.88 -1.35 0.000
P -0.13 -3.41 -1.80 0.000
O -0.10 -4.83 -2.08 0.000
O 0.73 -2.72 -0.76 -0.003
O 0.10 -2.57 -3.20 0.000
P -0.07 -0.99 -3.49 0.000
O 1.32 -0.40 -2.76 -0.001
O -0.06 -0.69 -4.91 0.000
O -1.11 -0.45 -2.52 -0.003
H -2.28 -3.38 -1.85 0.000
H 2.03 -0.41 -3.42 0.000
```

Summary:
ΔE to the lowest compared entry with this formula, charge and spin = 11.5 kcal/mol
⟨S²⟩ = 2.002
HOMO energy (alpha / beta) = -0.33495 / -0.33492 Ha
frontier orbital gap (alpha / beta) = 9.02 / 9.02 eV
2S+1 = 3
net charge = 0


Entry 3:
Below is one molecule with the formula C18H18N4, with properties calculated with ωB97M-V/def2-TZVPD.

Geometry as XYZ:
```
40
Properties=species:S:1:pos:R:3:mulliken_charge:R:1
C 2.70 1.20 3.82 -1.214
C 1.81 0.87 2.70 0.409
N 2.32 1.00 1.48 -0.586
C 1.51 0.81 0.43 0.283
N 2.06 0.79 -0.90 0.100
C 3.33 1.52 -1.16 -0.784
C 4.44 0.66 -1.74 -0.376
C 4.27 -0.66 -2.03 -0.391
C 2.91 -1.29 -1.91 -0.732
C 1.75 -0.28 -1.84 -0.708
C 0.17 0.55 0.64 -0.059
N -0.92 0.32 -0.20 -0.158
C -2.02 -0.17 0.49 0.237
C -3.38 -0.54 0.00 0.883
C -3.75 -0.43 -1.36 -0.293
C -5.06 -0.75 -1.77 -0.662
C -5.99 -1.17 -0.85 -0.362
C -5.65 -1.28 0.47 -0.770
C -4.38 -0.91 0.88 -0.348
C -1.61 -0.09 1.81 -0.959
C -0.22 0.33 1.91 0.954
N 0.57 0.46 2.97 -0.843
H 2.13 1.58 4.65 0.376
H 3.40 1.99 3.53 0.359
H 3.32 0.40 4.16 0.222
H 3.10 2.37 -1.82 0.317
H 3.69 2.01 -0.23 0.410
H 5.41 1.11 -1.92 0.393
H 5.05 -1.32 -2.42 0.372
H 2.76 -1.94 -2.77 0.458
H 2.93 -1.89 -0.98 0.276
H 0.81 -0.82 -1.60 0.405
H 1.68 0.13 -2.86 0.336
H -0.96 0.57 -1.22 0.339
H -3.07 -0.08 -2.12 0.276
H -5.35 -0.64 -2.80 0.371
H -7.01 -1.43 -1.16 0.354
H -6.42 -1.61 1.13 0.392
H -4.15 -1.04 1.92 0.288
H -2.20 -0.33 2.66 0.434
```

Summary:
ΔE to the lowest compared entry with this formula, charge and spin = 39.8 kcal/mol
SMILES = Cc1nc(N2CC=CCC2)c2[nH]c(-c3ccccc3)cc2n1
HOMO energy = -0.29539 Ha
frontier orbital gap = 8.41 eV
2S+1 = 1
net charge = 0


Entry 4:
Below is C18H18N4O5S as an isolated structure, with properties calculated with ωB97M-V/def2-TZVPD.

Geometry as XYZ:
```
46
Properties=species:S:1:pos:R:3:mulliken_charge:R:1
N -7.36 0.57 0.58 -0.408
C -6.70 0.90 -0.31 0.613
O -5.87 1.34 -1.18 -0.396
C -4.57 0.81 -0.97 -0.202
C -3.42 1.84 -0.93 -0.307
O -2.33 1.15 -1.51 -0.140
S -2.63 -0.41 -1.46 1.136
O -2.59 -0.98 -0.17 -0.550
O -1.84 -1.03 -2.43 -0.583
O -4.19 -0.23 -1.84 -0.449
H -4.59 0.41 0.03 0.524
H -3.71 2.71 -1.49 0.407
H -3.24 2.12 0.09 0.249
N 0.24 -4.28 3.68 -0.578
C -1.00 -3.81 3.79 -0.262
C -1.57 -2.89 2.92 -0.473
C -0.80 -2.43 1.86 0.070
C 0.49 -2.91 1.72 -0.579
C 0.96 -3.83 2.65 -0.274
H -1.57 -4.19 4.64 0.354
H -2.58 -2.55 3.06 0.379
H -1.20 -1.72 1.16 0.510
H 1.13 -2.58 0.91 0.485
H 1.97 -4.23 2.58 0.466
N -0.43 3.84 -0.90 -0.480
C 0.14 3.13 -1.87 -0.067
C 0.68 3.67 -3.02 -0.569
C 0.62 5.05 -3.19 -0.144
C 0.02 5.81 -2.20 -0.385
C -0.48 5.16 -1.08 -0.233
H 0.17 2.06 -1.70 0.416
H 1.13 3.04 -3.77 0.377
H 1.02 5.51 -4.08 0.376
H -0.05 6.89 -2.29 0.362
H -0.95 5.72 -0.28 0.367
N 4.26 -3.19 1.59 -0.371
C 5.28 -3.56 0.82 -0.233
C 5.96 -2.70 -0.03 -0.417
C 5.56 -1.38 -0.08 -0.164
C 4.50 -0.97 0.72 -0.597
C 3.89 -1.91 1.53 -0.287
H 5.56 -4.61 0.89 0.370
H 6.78 -3.06 -0.63 0.350
H 6.06 -0.67 -0.73 0.370
H 4.15 0.05 0.71 0.369
H 3.06 -1.64 2.17 0.597
```

Summary:
ΔE to the lowest compared entry with this formula, charge and spin = 43.1 kcal/mol
HOMO energy = -0.34061 Ha
frontier orbital gap = 9.53 eV
2S+1 = 1
net charge = 0


Entry 5:
Below is a 4-piece molecular cluster, C18H18NO6PSi overall, with properties calculated with ωB97M-V/def2-TZVPD.

Geometry as XYZ:
```
45
Properties=species:S:1:pos:R:3:mulliken_charge:R:1
O 1.30 -1.88 0.26 -0.566
C 2.19 -1.68 1.08 0.525
C 2.52 -0.31 1.54 -0.052
C 3.49 -0.10 2.43 -0.543
C 4.27 -1.21 2.99 0.313
O 5.16 -1.01 3.81 -0.551
C 3.95 -2.57 2.53 -0.376
C 2.98 -2.79 1.64 -0.400
H 1.93 0.49 1.12 0.374
H 3.74 0.90 2.78 0.434
H 4.54 -3.38 2.95 0.412
H 2.73 -3.78 1.29 0.437
O -0.17 3.62 -7.54 -0.554
C 0.16 2.77 -6.72 0.374
C 0.55 1.41 -7.15 -0.340
C 0.90 0.48 -6.26 -0.382
C 0.91 0.77 -4.81 0.485
O 1.23 -0.08 -3.99 -0.555
C 0.51 2.13 -4.38 -0.334
C 0.16 3.06 -5.27 -0.514
H 0.55 1.22 -8.21 0.400
H 1.20 -0.52 -6.55 0.404
H 0.52 2.32 -3.32 0.596
H -0.13 4.06 -4.98 0.433
O -3.21 -2.82 6.29 -0.551
C -2.87 -2.05 5.40 0.326
C -3.45 -0.70 5.28 -0.393
C -3.08 0.14 4.31 -0.377
C -2.07 -0.25 3.31 0.322
O -1.73 0.52 2.42 -0.466
C -1.48 -1.60 3.42 -0.200
C -1.85 -2.43 4.40 -0.407
H -4.20 -0.43 6.02 0.400
H -3.51 1.13 4.21 0.436
H -0.74 -1.86 2.68 0.475
H -1.43 -3.43 4.50 0.424
N -0.37 2.46 -0.55 -0.782
P -0.68 0.87 -0.86 0.768
Si -2.91 0.75 -0.91 0.419
H -1.30 2.96 -0.46 0.214
H -0.10 0.05 0.19 -0.157
H -0.09 0.45 -2.12 -0.097
H -3.37 -0.62 -0.72 -0.135
H -3.47 1.58 0.17 -0.095
H -3.30 1.34 -2.20 -0.143
```

Summary:
SMILES = O=C1C=CC(=O)C=C1.O=C1C=CC(=O)C=C1.O=C1C=CC(=O)C=C1.N=[PH2][SiH3]
HOMO energy = -0.30058 Ha
frontier orbital gap = 6.33 eV
2S+1 = 1
net charge = 0


Entry 6:
Below is a 4-piece molecular cluster, C18H19BClF3NO14 overall, with properties calculated with ωB97M-V/def2-TZVPD.

Geometry as XYZ:
```
57
Properties=species:S:1:pos:R:3:mulliken_charge:R:1
C 5.03 -1.06 1.31 -0.544
O 4.56 0.20 0.79 -0.395
B 3.52 0.03 -0.09 0.594
O 3.75 0.19 -1.43 -0.552
C 2.03 -0.30 0.42 -0.697
C 1.69 -1.51 0.97 0.025
C 0.39 -1.71 1.42 0.675
C 0.09 -3.05 2.07 -0.114
O -0.28 -3.10 3.21 -0.479
O 0.27 -4.21 1.36 -0.475
C -0.57 -0.71 1.31 1.039
C -1.98 -0.86 1.81 -1.402
C -2.91 -1.53 0.80 0.446
O -3.16 -2.69 0.89 -0.431
Cl -3.63 -0.56 -0.50 -0.122
C -0.17 0.47 0.71 -1.300
N 1.07 0.63 0.29 0.637
H 4.74 -1.20 2.36 0.257
H 4.65 -1.91 0.72 0.206
H 6.13 -1.13 1.27 0.281
H 4.49 -0.37 -1.71 0.321
H 2.47 -2.26 1.06 0.546
H 1.16 -4.14 0.96 0.396
H -1.98 -1.49 2.71 0.579
H -2.34 0.12 2.15 0.287
H -0.89 1.27 0.59 0.839
H 1.32 1.52 -0.13 0.347
C 1.15 -3.08 -4.27 -0.492
C 0.86 -1.70 -3.75 0.251
O 1.31 -1.77 -2.41 -0.091
C 2.31 -2.70 -2.39 0.557
O 3.08 -2.82 -1.49 -0.455
O 2.31 -3.44 -3.50 -0.371
F -0.46 -1.42 -3.76 -0.266
H 0.34 -3.78 -4.05 0.302
H 1.36 -3.10 -5.33 0.311
H 1.40 -0.90 -4.27 0.297
C -3.52 2.17 -4.25 -0.425
C -3.77 3.51 -3.61 0.314
O -3.45 3.27 -2.25 -0.301
C -2.52 2.28 -2.25 0.488
O -1.84 2.01 -1.32 -0.403
O -2.46 1.65 -3.45 -0.239
F -5.07 3.87 -3.70 -0.279
H -4.39 1.51 -4.18 0.283
H -3.23 2.25 -5.30 0.263
H -3.15 4.32 -4.00 0.294
C -0.86 3.50 5.03 -0.507
C -1.91 2.72 4.28 0.301
O -1.14 1.97 3.34 -0.173
C 0.08 1.78 3.93 0.537
O 0.88 0.98 3.56 -0.424
O 0.26 2.60 4.99 -0.340
F -2.75 3.53 3.60 -0.282
H -0.60 4.43 4.52 0.285
H -1.15 3.72 6.05 0.297
H -2.49 2.03 4.90 0.308
```

Summary:
HOMO energy = -0.48096 Ha
frontier orbital gap = 9.37 eV
2S+1 = 1
net charge = +1